(1)
ORCA calculation (ωB97M-V/def2-TZVPD) on 2 unconnected molecules or ions with the total composition C3H2ClNO2S in a non-equilibrium geometry.

ΔE to the lowest compared entry with this formula, charge and spin = 3.868 eV
LUMO energy = -0.033 Ha
Kohn-Sham gap = 7.63 eV
Total charge = 0

```
10
Properties=species:S:1:pos:R:3:forces:R:3
C -0.050 1.255 0.097 2.95 3.88 -0.59
C -2.155 0.029 -0.268 4.29 2.05 0.79
C 1.322 0.997 -0.169 -2.21 -1.94 0.44
N -1.130 0.551 0.000 -3.81 -3.14 -1.34
O 1.106 -2.679 -0.937 0.16 0.24 -0.78
O 0.642 -2.477 1.399 0.25 0.66 0.14
S 1.462 -2.045 0.293 -0.26 -0.81 0.61
Cl 2.102 2.485 -0.278 0.80 0.72 -0.02
H -0.250 2.352 0.030 -0.62 -0.77 0.52
H -3.049 -0.467 -0.166 -1.55 -0.88 0.23
```
Forces are in eV/Å.

Atom-resolved charges from Löwdin, all expressed in e: atom 1 (C): -0.37, atom 2 (C): 0.26, atom 3 (C): -0.58, atom 4 (N): 0.02, atom 5 (O): -0.44, atom 6 (O): -0.46, atom 7 (S): 0.81, atom 8 (Cl): 0.60, atom 9 (H): 0.09, atom 10 (H): 0.07

***

(2)
ORCA calculation (ωB97M-V/def2-TZVPD) on a molecular structure, C3H4O3Rb in a non-equilibrium geometry.

ΔE to the lowest compared entry with this formula, charge and spin = 0.027 eV
LUMO energy = 0.058 Ha
Kohn-Sham gap = 2.97 eV
Total charge = -1

```
11
Properties=species:S:1:pos:R:3:forces:R:3
O 2.430 -0.149 -1.318 -1.15 0.25 -0.49
C 3.448 -0.317 -0.520 0.09 -0.72 -0.44
C -1.947 1.025 0.175 -0.32 -0.23 0.28
O 4.588 0.152 -0.782 0.01 0.28 0.14
O 3.234 -1.082 0.512 -0.46 -0.55 1.06
C -2.770 0.024 0.511 0.22 0.46 -0.20
H -1.838 1.389 -0.850 -0.03 -0.23 0.31
H -1.364 1.548 0.937 -0.09 -0.21 -0.28
H -2.880 -0.298 1.550 0.06 0.08 -0.33
H -3.395 -0.475 -0.234 0.22 0.09 0.21
Rb 0.495 -1.817 0.020 1.45 0.78 -0.27
```
Forces are in eV/Å.

Atom-resolved charges from Löwdin, all expressed in e: atom 1 (O): -0.35, atom 2 (C): -1.08, atom 3 (C): -0.07, atom 4 (O): -0.16, atom 5 (O): -0.35, atom 6 (C): -0.11, atom 7 (H): 0.06, atom 8 (H): 0.06, atom 9 (H): 0.05, atom 10 (H): 0.05, atom 11 (Rb): 0.89

***

(3)
ORCA calculation (ωB97M-V/def2-TZVPD) on a molecular structure, C31H20F10MnN7OSe.

Multiplicity = 2
LUMO energy (alpha / beta) = 0.054 / 0.054 Ha
Kohn-Sham gap (alpha / beta) = 5.45 / 5.08 eV
⟨S²⟩ = 0.807
Total charge = -1

```
71
Properties=species:S:1:pos:R:3:forces:R:3
Mn 0.717 -0.691 0.286 0.00 -0.21 0.00
C 3.852 0.264 0.466 -0.03 0.07 0.00
N 2.938 -0.838 0.176 -0.17 -0.18 0.10
C 3.138 -1.322 -1.198 -0.05 -0.03 0.05
C 2.304 -0.464 -2.134 -0.13 0.12 0.06
N 0.903 -0.716 -1.817 0.18 0.10 0.03
C -0.020 -0.255 -2.697 -0.06 -0.06 0.02
C -1.237 -0.963 -2.869 0.04 0.04 0.01
F -1.415 -2.114 -2.204 -0.02 0.01 -0.06
C -2.268 -0.535 -3.675 0.00 -0.02 0.00
F -3.393 -1.261 -3.772 0.02 0.01 0.00
C -2.153 0.636 -4.406 -0.01 0.01 0.01
F -3.155 1.058 -5.198 0.00 0.00 0.00
C -0.979 1.353 -4.302 -0.01 0.03 -0.01
F -0.847 2.510 -4.972 0.00 -0.02 0.01
C 0.043 0.922 -3.473 0.01 -0.05 0.03
F 1.103 1.753 -3.355 0.02 0.00 0.01
C 3.133 -1.856 1.215 0.03 -0.02 -0.02
C 2.440 -1.467 2.523 0.05 0.01 0.02
N 1.253 -0.636 2.312 -0.01 0.03 -0.16
C 0.473 -0.450 3.395 -0.09 -0.02 0.07
C 0.533 -1.103 4.662 0.00 -0.02 -0.05
F 1.474 -2.037 4.954 -0.03 0.01 0.01
C -0.353 -0.872 5.698 -0.04 0.03 0.02
F -0.226 -1.582 6.833 0.00 0.00 0.01
C -1.376 0.046 5.596 0.02 -0.04 0.00
F -2.257 0.241 6.598 0.01 0.01 0.00
C -1.455 0.755 4.413 -0.01 0.01 0.02
F -2.393 1.709 4.273 0.01 -0.01 0.00
C -0.563 0.530 3.390 0.09 -0.05 0.01
F -0.665 1.375 2.347 -0.03 0.05 -0.11
H 4.892 -0.091 0.443 0.00 -0.02 0.02
H 3.644 0.661 1.461 -0.05 0.02 -0.03
H 3.756 1.060 -0.268 0.01 -0.04 -0.04
H 2.769 -2.343 -1.246 0.03 -0.06 -0.02
H 4.204 -1.320 -1.471 0.01 0.06 -0.01
H 2.535 -0.708 -3.180 0.01 -0.05 0.01
H 2.604 0.587 -1.994 0.01 0.01 -0.06
H 4.205 -2.019 1.412 0.01 0.02 -0.03
H 2.727 -2.792 0.846 0.01 0.01 -0.01
H 3.157 -0.937 3.170 -0.01 -0.02 0.01
H 2.213 -2.410 3.017 -0.01 0.00 -0.04
Se -4.471 4.033 -2.622 0.00 0.01 0.02
N -4.572 2.411 -1.878 0.10 0.03 -0.01
C -3.395 2.148 -1.379 -0.10 0.08 -0.06
C -3.067 0.902 -0.702 0.20 -0.14 0.12
C -4.003 -0.087 -0.427 -0.03 0.06 -0.04
C -3.578 -1.231 0.219 0.02 0.02 0.01
C -2.234 -1.387 0.522 -0.09 -0.16 0.08
N -1.314 -0.469 0.226 0.38 0.20 0.06
C -1.733 0.685 -0.332 -0.33 -0.16 0.02
C -0.726 1.718 -0.481 0.17 0.34 -0.10
N 0.502 1.418 -0.019 -0.14 0.06 0.02
C 1.389 2.403 0.042 -0.01 0.06 0.00
C 1.152 3.684 -0.437 0.03 -0.01 0.01
C -0.073 3.970 -1.002 -0.06 0.03 -0.04
C -1.045 2.979 -1.009 0.15 -0.23 0.13
C -2.388 3.181 -1.536 -0.09 0.09 -0.07
N -2.760 4.264 -2.160 -0.04 -0.10 0.01
H -5.035 0.060 -0.714 0.01 0.00 0.00
H -4.272 -2.020 0.475 0.00 0.01 0.00
H -1.860 -2.283 1.002 -0.01 0.05 0.00
H 2.328 2.163 0.514 0.00 0.00 -0.01
H 1.927 4.435 -0.366 0.00 -0.01 0.00
H -0.301 4.943 -1.416 -0.01 0.00 0.00
C 0.649 -3.715 -0.731 -0.02 -0.10 0.12
C 0.497 -2.709 0.435 -0.02 0.18 -0.04
O 0.085 -3.219 1.482 0.02 -0.07 -0.05
H 1.507 -4.364 -0.517 -0.02 0.01 -0.01
H 0.778 -3.235 -1.696 0.03 0.03 -0.01
H -0.239 -4.355 -0.748 0.04 0.00 -0.01
```
Forces are in eV/Å.

Atom-resolved charges from Löwdin, all expressed in e: atom 1 (Mn): 0.55, atom 2 (C): -0.09, atom 3 (N): -0.24, atom 4 (C): -0.17, atom 5 (C): -0.22, atom 6 (N): -0.04, atom 7 (C): -0.20, atom 8 (C): -0.15, atom 9 (F): 0.10, atom 10 (C): -0.16, atom 11 (F): 0.10, atom 12 (C): -0.16, atom 13 (F): 0.09, atom 14 (C): -0.16, atom 15 (F): 0.10, atom 16 (C): -0.15, atom 17 (F): 0.08, atom 18 (C): -0.19, atom 19 (C): -0.22, atom 20 (N): -0.03, atom 21 (C): -0.17, atom 22 (C): -0.13, atom 23 (F): 0.05, atom 24 (C): -0.16, atom 25 (F): 0.09, atom 26 (C): -0.17, atom 27 (F): 0.08, atom 28 (C): -0.16, atom 29 (F): 0.09, atom 30 (C): -0.15, atom 31 (F): 0.08, atom 32 (H): 0.09, atom 33 (H): 0.09, atom 34 (H): 0.07, atom 35 (H): 0.10, atom 36 (H): 0.12, atom 37 (H): 0.12, atom 38 (H): 0.09, atom 39 (H): 0.12, atom 40 (H): 0.09, atom 41 (H): 0.11, atom 42 (H): 0.11, atom 43 (Se): 1.07, atom 44 (N): -0.22, atom 45 (C): -0.33, atom 46 (C): -0.09, atom 47 (C): 0.00, atom 48 (C): -0.02, atom 49 (C): -0.07, atom 50 (N): 0.08, atom 51 (C): -0.14, atom 52 (C): -0.14, atom 53 (N): 0.09, atom 54 (C): -0.09, atom 55 (C): -0.03, atom 56 (C): 0.00, atom 57 (C): -0.09, atom 58 (C): -0.33, atom 59 (N): -0.22, atom 60 (H): 0.12, atom 61 (H): 0.11, atom 62 (H): 0.11, atom 63 (H): 0.09, atom 64 (H): 0.11, atom 65 (H): 0.12, atom 66 (C): -0.10, atom 67 (C): -0.44, atom 68 (O): -0.09, atom 69 (H): 0.06, atom 70 (H): 0.03, atom 71 (H): 0.07

***

(4)
ORCA calculation (ωB97M-V/def2-TZVPD) on 12 unconnected molecules or ions with the total composition C34H97N5O12 in a non-equilibrium geometry.

SMILES = COC[C@H](C)N.COC[C@H](C)N.COC[C@H](C)N.COC[C@H](C)N.COC[C@H](C)N.CCO.CCO.CCO.CCO.CCO.CCO.CCO
ΔE to the lowest compared entry with this formula, charge and spin = 4.105 eV
LUMO energy = 0.015 Ha
Kohn-Sham gap = 8.84 eV
Total charge = 0

```
148
Properties=species:S:1:pos:R:3:forces:R:3
C 4.578 0.492 -0.374 0.73 -0.82 0.84
O 4.718 1.619 0.436 -1.76 1.12 1.14
C 3.461 2.032 1.120 0.53 -0.48 -0.58
C 3.720 3.195 2.094 1.28 -1.15 -0.12
C 4.408 4.334 1.349 0.15 0.89 0.03
N 4.503 2.664 3.237 0.39 1.47 -0.44
H 3.753 0.476 -1.086 -0.05 0.47 -0.21
H 4.471 -0.394 0.252 -0.41 -0.36 0.23
H 5.558 0.331 -0.825 -0.17 0.24 -0.56
H 2.709 2.176 0.345 -0.04 0.62 -0.28
H 3.017 1.267 1.758 0.47 -0.75 -0.07
H 2.768 3.509 2.524 -0.15 0.15 -0.30
H 5.416 4.191 0.958 -0.02 -0.98 0.10
H 4.568 5.238 1.937 -0.55 0.00 0.35
H 3.814 4.599 0.474 -0.17 0.12 0.01
H 5.374 2.282 2.897 0.03 -0.12 0.01
H 4.007 1.981 3.791 -0.12 0.27 -0.47
C 4.360 -0.369 4.248 1.35 0.01 0.79
O 3.244 0.416 4.183 -2.25 -0.94 1.01
C 2.133 -0.421 3.940 -2.61 0.75 0.73
C 0.841 0.193 4.658 1.78 -0.08 -1.16
C 1.017 0.328 6.218 -0.01 -0.77 -0.46
N -0.353 -0.570 4.285 0.06 -0.21 1.19
H 4.322 -1.098 5.057 -0.29 -0.31 0.07
H 5.123 0.338 4.575 0.79 -0.39 -0.78
H 4.456 -0.895 3.298 0.88 0.01 -0.15
H 2.060 -0.522 2.857 -0.61 0.21 -0.33
H 2.105 -1.450 4.299 1.14 -0.18 0.52
H 0.809 1.187 4.211 -0.18 0.50 0.39
H 0.035 0.333 6.692 -0.10 0.71 -0.10
H 1.684 1.120 6.558 -0.54 0.63 -0.50
H 1.479 -0.494 6.764 0.13 -0.85 -0.75
H -0.607 -0.580 3.308 0.72 0.20 -0.36
H -1.112 -0.026 4.671 -0.41 -0.13 0.21
C -0.413 -8.248 0.276 -0.33 0.17 0.47
O -1.353 -7.807 1.238 -0.64 0.55 -0.21
C -1.259 -6.454 1.688 -0.11 0.71 -1.32
C -1.623 -5.271 0.638 -0.29 -1.61 0.49
C -1.826 -3.946 1.310 1.59 0.32 1.41
N -2.864 -5.507 -0.039 -1.37 -0.73 -0.91
H -0.769 -9.231 -0.031 0.08 0.13 -0.25
H 0.576 -8.377 0.716 0.24 0.12 0.11
H -0.343 -7.557 -0.564 -0.02 -0.06 -0.22
H -1.953 -6.379 2.526 0.11 0.00 0.01
H -0.225 -6.314 2.002 0.08 0.42 0.33
H -0.828 -5.184 -0.102 0.59 0.01 0.15
H -2.484 -3.938 2.178 -0.48 -0.41 -0.31
H -2.108 -3.135 0.638 0.10 -0.20 -0.08
H -0.857 -3.730 1.760 0.28 0.74 -0.05
H -2.894 -4.925 -0.864 -0.18 0.41 0.02
H -3.033 -6.429 -0.417 0.39 -0.49 0.36
C -2.624 5.280 -4.697 -1.57 -1.25 -0.76
O -1.986 5.216 -3.482 2.57 0.52 0.90
C -2.740 5.433 -2.301 -0.74 -0.40 -0.47
C -1.960 5.052 -1.010 0.27 0.82 0.47
C -2.777 5.425 0.313 1.07 -0.79 -2.10
N -0.684 5.819 -1.034 -0.56 0.42 -0.44
H -3.193 4.355 -4.796 -0.94 -0.12 0.07
H -2.022 5.143 -5.595 1.02 0.71 0.52
H -3.303 6.120 -4.843 0.08 0.28 0.16
H -3.008 6.486 -2.218 0.08 0.43 0.04
H -3.675 4.931 -2.547 -0.44 -0.48 1.01
H -1.605 4.021 -0.983 -0.61 -0.23 -0.21
H -3.706 4.857 0.267 -0.32 0.52 0.13
H -2.847 6.511 0.246 -0.65 -0.04 0.42
H -2.269 5.129 1.231 0.27 0.07 -0.24
H -0.430 5.942 -2.004 0.37 -1.30 -0.89
H -0.868 6.812 -1.018 -0.60 0.75 1.48
C 3.509 -6.459 -3.238 -0.35 -1.61 0.51
O 4.080 -5.246 -3.447 0.42 2.74 -1.28
C 3.297 -4.328 -4.224 -2.23 0.03 1.21
C 2.321 -3.473 -3.248 3.65 1.43 -1.00
C 1.402 -2.496 -3.957 -0.85 0.15 -0.38
N 3.250 -2.638 -2.410 -1.48 -0.92 0.85
H 2.718 -6.431 -2.489 -0.24 -0.03 0.21
H 4.317 -7.091 -2.868 -0.20 -0.28 0.04
H 3.092 -6.901 -4.143 0.00 -0.08 -0.22
H 3.931 -3.730 -4.879 0.15 0.28 0.56
H 2.584 -4.824 -4.883 0.20 -0.74 -0.25
H 1.780 -4.149 -2.585 -0.12 -0.12 -0.18
H 0.752 -1.985 -3.246 -0.26 -0.41 0.22
H 0.798 -2.955 -4.740 -0.26 -0.33 0.26
H 1.811 -1.631 -4.478 1.09 -0.25 0.03
H 3.455 -1.707 -2.744 0.21 -0.39 -0.10
H 4.006 -3.179 -2.016 0.32 0.33 -0.41
C -4.526 -0.647 1.992 0.71 1.72 -0.06
C -5.098 0.821 2.038 -0.05 -1.25 0.41
O -4.029 1.734 1.776 -0.87 -0.15 0.94
H -3.721 -0.742 2.720 -0.47 -0.04 0.88
H -3.860 -0.649 1.129 -0.72 -0.48 -0.80
H -5.230 -1.476 2.058 0.07 0.20 -0.18
H -5.599 1.059 2.976 0.72 0.00 0.59
H -5.967 0.970 1.396 0.36 -0.12 -0.92
H -4.060 1.927 0.836 0.32 -0.03 -0.60
C -0.399 1.268 -0.558 0.05 0.66 0.26
C -0.236 0.046 0.406 -0.88 1.54 -2.29
O -0.533 -1.047 -0.436 0.25 -1.06 0.05
H 0.039 2.195 -0.187 -0.27 0.10 0.33
H -1.433 1.438 -0.860 -0.39 0.06 0.80
H 0.006 1.205 -1.569 0.86 -0.98 0.16
H -1.012 0.054 1.171 0.35 0.41 0.40
H 0.788 -0.016 0.777 -0.10 0.00 0.34
H 0.284 -1.551 -0.407 0.11 -0.98 -0.18
C -0.544 3.009 2.418 0.00 -0.15 -1.08
C -1.356 2.966 3.662 0.29 1.63 0.13
O -2.069 1.816 3.759 -0.64 -2.49 1.04
H 0.114 2.141 2.463 0.44 0.18 -0.26
H -0.022 3.951 2.250 0.31 -0.07 0.24
H -1.176 2.863 1.542 -0.18 -0.02 -0.03
H -2.056 3.799 3.715 0.21 0.56 0.18
H -0.650 2.993 4.491 -0.25 0.21 0.39
H -2.812 1.767 3.153 -0.20 0.34 -0.62
C -2.371 -2.489 -3.219 -0.74 -0.08 -0.74
C -3.136 -1.177 -2.865 1.26 -2.66 -0.48
O -3.304 -1.291 -1.461 -1.45 1.68 -0.19
H -2.948 -3.300 -2.776 0.13 0.01 0.53
H -1.339 -2.513 -2.869 -0.16 0.15 0.14
H -2.397 -2.813 -4.259 0.26 0.62 -0.39
H -4.082 -1.197 -3.405 -0.45 -0.19 0.62
H -2.649 -0.304 -3.302 0.55 0.41 0.79
H -2.538 -1.655 -1.010 0.69 0.24 -0.32
C 1.245 4.111 -3.547 1.16 0.48 1.39
C 2.294 4.993 -2.780 0.29 -1.16 -1.42
O 1.743 6.051 -2.098 -0.09 1.21 -0.07
H 0.616 4.776 -4.139 0.00 -0.23 -0.07
H 0.654 3.566 -2.810 -0.30 -0.09 -0.19
H 1.816 3.403 -4.148 -0.27 -0.05 -0.21
H 2.963 5.341 -3.568 0.11 0.54 0.13
H 2.940 4.467 -2.078 -0.04 -0.81 -0.13
H 1.158 5.674 -1.437 -0.17 0.09 0.57
C -4.903 1.980 -3.111 -0.94 1.30 -0.50
C -5.126 2.278 -1.636 -2.14 0.13 -1.43
O -4.061 1.858 -0.912 2.06 -0.21 1.03
H -4.773 0.920 -3.330 0.11 0.12 0.12
H -4.138 2.608 -3.569 0.66 -0.34 0.37
H -5.765 2.348 -3.667 -0.44 -0.39 -0.02
H -6.008 1.738 -1.294 -0.42 -0.19 -0.12
H -5.372 3.321 -1.435 0.43 0.24 -0.13
H -3.736 1.106 -1.413 0.58 -0.61 0.60
C 2.745 -4.652 1.329 0.83 0.69 0.92
C 2.356 -3.173 1.296 0.24 -0.08 0.09
O 1.675 -2.829 0.110 -1.18 0.17 0.43
H 1.990 -5.371 1.646 -0.37 0.25 -0.58
H 3.501 -4.738 2.110 0.25 -0.09 0.11
H 3.262 -4.921 0.408 -0.29 -0.23 -0.13
H 3.212 -2.505 1.396 0.73 -0.29 -0.26
H 1.809 -2.850 2.183 -0.81 -0.39 -0.22
H 2.232 -3.018 -0.648 0.50 0.32 -0.47
```
Forces are in eV/Å.

Results of the Löwdin charge analysis, in e, for atoms 1 through 99: atom 1 (C): -0.14, atom 2 (O): -0.18, atom 3 (C): -0.15, atom 4 (C): -0.39, atom 5 (C): -0.06, atom 6 (N): 0.05, atom 7 (H): 0.08, atom 8 (H): 0.07, atom 9 (H): 0.09, atom 10 (H): 0.11, atom 11 (H): 0.09, atom 12 (H): 0.13, atom 13 (H): 0.08, atom 14 (H): 0.07, atom 15 (H): 0.07, atom 16 (H): 0.07, atom 17 (H): 0.02, atom 18 (C): -0.13, atom 19 (O): -0.24, atom 20 (C): -0.19, atom 21 (C): -0.37, atom 22 (C): -0.04, atom 23 (N): 0.05, atom 24 (H): 0.09, atom 25 (H): 0.10, atom 26 (H): 0.09, atom 27 (H): 0.09, atom 28 (H): 0.12, atom 29 (H): 0.09, atom 30 (H): 0.07, atom 31 (H): 0.07, atom 32 (H): 0.07, atom 33 (H): 0.05, atom 34 (H): 0.05, atom 35 (C): -0.11, atom 36 (O): -0.20, atom 37 (C): -0.14, atom 38 (C): -0.43, atom 39 (C): -0.07, atom 40 (N): 0.03, atom 41 (H): 0.09, atom 42 (H): 0.08, atom 43 (H): 0.08, atom 44 (H): 0.12, atom 45 (H): 0.10, atom 46 (H): 0.12, atom 47 (H): 0.09, atom 48 (H): 0.06, atom 49 (H): 0.07, atom 50 (H): 0.06, atom 51 (H): 0.07, atom 52 (C): -0.13, atom 53 (O): -0.21, atom 54 (C): -0.17, atom 55 (C): -0.34, atom 56 (C): -0.01, atom 57 (N): 0.03, atom 58 (H): 0.07, atom 59 (H): 0.09, atom 60 (H): 0.09, atom 61 (H): 0.13, atom 62 (H): 0.11, atom 63 (H): 0.11, atom 64 (H): 0.07, atom 65 (H): 0.07, atom 66 (H): 0.06, atom 67 (H): 0.04, atom 68 (H): 0.08, atom 69 (C): -0.15, atom 70 (O): -0.19, atom 71 (C): -0.15, atom 72 (C): -0.35, atom 73 (C): -0.07, atom 74 (N): 0.02, atom 75 (H): 0.08, atom 76 (H): 0.10, atom 77 (H): 0.09, atom 78 (H): 0.13, atom 79 (H): 0.11, atom 80 (H): 0.12, atom 81 (H): 0.06, atom 82 (H): 0.08, atom 83 (H): 0.08, atom 84 (H): 0.08, atom 85 (H): 0.08, atom 86 (C): -0.05, atom 87 (C): -0.27, atom 88 (O): -0.11, atom 89 (H): 0.06, atom 90 (H): 0.05, atom 91 (H): 0.08, atom 92 (H): 0.10, atom 93 (H): 0.10, atom 94 (H): 0.03, atom 95 (C): -0.07, atom 96 (C): -0.25, atom 97 (O): -0.11, atom 98 (H): 0.05, atom 99 (H): 0.05